This record from OMol25 describes 2 unconnected molecules or ions with the total composition CH4NO at a distorted geometry. The level of theory is ωB97M-V/def2-TZVPD.

XYZ file:
```
7
Properties=species:S:1:pos:R:3:nbo_charge:R:1
C -1.33297 0.32210 0.10734 0.2755
N 1.35936 -0.10158 0.06785 -0.1877
O 0.60908 0.89216 0.17518 -0.2374
H -1.96334 1.02465 0.42120 0.1564
H -1.42744 -0.30451 -0.77952 0.1771
H 2.12889 -0.04929 0.83156 0.4044
H 1.49252 -0.84034 -0.61453 0.4118
```

Total charge   +1
Highest occupied orbital energy (spin up / spin down)   -16.86 / -16.07 eV
Kohn-Sham gap (spin up / spin down)   9.15 / 9.13 eV
Molar mass   46.05 g mol⁻¹
2S+1   1
Energy relative to the best compared isomer or geometry (same formula, charge and spin)   165.7 kcal/mol
Calculated total energy   -4624.331 eV


This record from OMol25 describes a molecular structure, CH4NO2 at a distorted geometry. The level of theory is ωB97M-V/def2-TZVPD.

XYZ file:
```
8
Properties=species:S:1:pos:R:3:nbo_charge:R:1
C -0.21500 0.57800 -0.90009 -0.1155
N -0.11475 -0.86204 2.12647 -0.2597
O 0.76125 -0.86501 1.23986 -0.3804
O -1.45728 0.63373 -0.53168 -0.7781
H -0.06952 -0.01290 -1.88895 0.0750
H 0.57591 -0.01134 0.06099 0.1603
H 0.52920 1.35555 -0.79134 0.1037
H -0.81986 -1.73623 2.06824 0.1947
```

Total charge   -1
Highest occupied orbital energy (spin up / spin down)   -2.27 / -2.26 eV
Kohn-Sham gap (spin up / spin down)   7.11 / 7.09 eV
Molar mass   62.05 g mol⁻¹
2S+1   1
Energy relative to the best compared isomer or geometry (same formula, charge and spin)   143.6 kcal/mol
Calculated total energy   -6682.265 eV


This record from OMol25 describes 2 unconnected molecules or ions with the total composition CH4NO2P at a distorted geometry. The level of theory is ωB97M-V/def2-TZVPD.

XYZ file:
```
9
Properties=species:S:1:pos:R:3:nbo_charge:R:1
N -1.34035 1.17490 -0.15181 -1.1956
P -1.86244 -0.36370 0.11522 1.4396
O -0.71569 -1.23997 -0.25707 -1.0554
H -0.48914 1.43123 -0.57431 0.4193
H -1.63570 2.03729 0.37113 0.4130
C 1.59122 -0.77098 0.14972 0.2949
O 1.45645 0.37956 0.41261 -0.5687
H 1.40184 -1.68719 0.89769 0.1297
H 1.59380 -0.96113 -0.96317 0.1233
```

Highest occupied orbital energy   -9.54 eV
Kohn-Sham gap   9.67 eV
SMILES   NP=O.C=O
Molar mass   93.02 g mol⁻¹
2S+1   1
Energy relative to the best compared isomer or geometry (same formula, charge and spin)   29.3 kcal/mol
Calculated total energy   -15975.214 eV


This record from OMol25 describes a single CH4NO2P molecule at a distorted geometry. The level of theory is ωB97M-V/def2-TZVPD.

XYZ file:
```
9
Properties=species:S:1:pos:R:3:nbo_charge:R:1
N 0.18593 0.68136 -0.07136 -0.8889
C 0.28473 -0.70817 -0.08904 0.0829
O 1.64351 -1.03340 0.19880 -0.8083
P 2.59475 0.24756 -0.31279 1.4864
O 3.88429 0.13273 0.39688 -1.0185
H 0.06222 1.30730 0.74527 0.4015
H -0.25846 1.15872 -0.85977 0.3926
H -0.34367 -1.16113 0.63584 0.1730
H 0.14122 -1.10139 -1.02201 0.1793
```

Highest occupied orbital energy   -9.11 eV
Kohn-Sham gap   9.54 eV
SMILES   NCOP=O
Molar mass   93.02 g mol⁻¹
2S+1   1
Energy relative to the best compared isomer or geometry (same formula, charge and spin)   18.2 kcal/mol
Calculated total energy   -15975.694 eV


This record from OMol25 describes a molecular structure, CH4NO2Si at a distorted geometry. The level of theory is ωB97M-V/def2-TZVPD.

XYZ file:
```
9
Properties=species:S:1:pos:R:3:nbo_charge:R:1
C -2.28223 0.86706 -0.04764 0.4167
N -0.67420 -0.14046 -0.62848 -1.1856
O 0.79664 2.37044 -0.41156 -1.3167
O -3.08589 0.04397 0.18141 -0.6486
Si 0.41967 1.03024 0.30845 1.5975
H -0.94420 -0.99892 -0.21359 0.3719
H -0.67608 -0.11478 -1.58155 0.3792
H 1.52234 -0.12510 0.35857 -0.3325
H -0.22464 1.31245 1.57792 -0.2819
```

Total charge   -1
Highest occupied orbital energy   -3.92 eV
Kohn-Sham gap   8.11 eV
Molar mass   90.13 g mol⁻¹
2S+1   1
Energy relative to the best compared isomer or geometry (same formula, charge and spin)   26.6 kcal/mol
Calculated total energy   -14565.374 eV


This record from OMol25 describes 2 unconnected molecules or ions with the total composition CH4NO3 at a distorted geometry. The level of theory is ωB97M-V/def2-TZVPD.

XYZ file:
```
9
Properties=species:S:1:pos:R:3:nbo_charge:R:1
C -2.01908 -0.16039 0.45018 0.6388
N 1.96477 0.36862 -0.85683 -0.5412
O 2.02336 -0.11537 0.50991 -0.6269
O -0.84124 0.25097 0.42771 -0.8511
O -2.60955 -1.02420 -0.19056 -0.7564
H -2.54566 0.31134 1.28757 -0.0192
H 1.06070 0.79171 -0.97942 0.3537
H 1.15315 0.03638 0.90971 0.4974
H 1.81354 -0.45905 -1.55826 0.3050
```

Total charge   -1
Highest occupied orbital energy   -4.29 eV
Kohn-Sham gap   8.78 eV
Molar mass   78.05 g mol⁻¹
2S+1   1
Energy relative to the best compared isomer or geometry (same formula, charge and spin)   63.4 kcal/mol
Calculated total energy   -8734.193 eV


This record from OMol25 describes a gas-phase ion, CH4NO3 (charge -1) at a distorted geometry. The level of theory is ωB97M-V/def2-TZVPD.

XYZ file:
```
9
Properties=species:S:1:pos:R:3:nbo_charge:R:1
O 1.31696 -0.77021 -0.43443 -0.8444
C 0.05418 -1.06464 -0.29730 0.2426
O -0.83670 0.27826 -0.58167 -0.5064
N -0.61490 0.98932 0.54546 -0.1201
O 0.76557 1.37518 0.51738 -0.7157
H -0.45892 -1.82790 -0.98876 0.0853
H -0.15346 -1.29497 0.75273 0.1020
H -1.22751 1.85189 0.42377 0.2824
H 1.15477 0.46306 0.06283 0.4744
```

Total charge   -1
Highest occupied orbital energy   -2.88 eV
Kohn-Sham gap   7.62 eV
SMILES   [O-]CONO
Molar mass   78.05 g mol⁻¹
2S+1   1
Energy relative to the best compared isomer or geometry (same formula, charge and spin)   131.6 kcal/mol
Calculated total energy   -8731.237 eV


This record from OMol25 describes a single CH4NOP molecule at a distorted geometry. The level of theory is ωB97M-V/def2-TZVPD.

XYZ file:
```
8
Properties=species:S:1:pos:R:3:nbo_charge:R:1
O -1.43515 -0.19098 1.32305 -0.2874
N -0.27659 0.02972 1.12180 0.1493
C 0.07825 0.78568 -0.22759 -0.5793
P 0.74614 -0.65564 -1.21741 0.2841
H 0.85558 1.34382 0.23501 0.2249
H -0.73307 1.31696 -0.49663 0.2111
H -0.36320 -1.48080 -0.90000 -0.0192
H 1.12805 -1.14876 0.16178 0.0165
```

Highest occupied orbital energy   -9.00 eV
Kohn-Sham gap   9.11 eV
SMILES   O=NCP
Molar mass   77.02 g mol⁻¹
2S+1   1
Energy relative to the best compared isomer or geometry (same formula, charge and spin)   96.0 kcal/mol
Calculated total energy   -13924.369 eV


This record from OMol25 describes a single CH4NOPS molecule at a distorted geometry. The level of theory is ωB97M-V/def2-TZVPD.

XYZ file:
```
9
Properties=species:S:1:pos:R:3:nbo_charge:R:1
C -0.91328 0.80916 -0.26656 0.2059
N 1.23712 -0.99608 -0.45514 -1.0473
O -1.32893 -0.39577 -0.18489 -0.6726
P -0.00912 -1.81465 0.14674 0.9763
S 2.12802 0.32709 0.06819 -0.1152
H -0.76263 1.48576 -1.09177 0.1688
H -0.55844 1.45683 0.70193 0.1612
H 1.25216 -1.05711 -1.47843 0.3973
H 0.34107 -1.33671 1.39517 -0.0746
```

Highest occupied orbital energy (spin up / spin down)   -7.97 / -7.77 eV
Kohn-Sham gap (spin up / spin down)   7.09 / 6.74 eV
Molar mass   109.09 g mol⁻¹
2S+1   1
Energy relative to the best compared isomer or geometry (same formula, charge and spin)   54.0 kcal/mol
Calculated total energy   -24760.153 eV


This record from OMol25 describes a molecular structure, CH4NOPS at a distorted geometry. The level of theory is ωB97M-V/def2-TZVPD.

XYZ file:
```
9
Properties=species:S:1:pos:R:3:nbo_charge:R:1
C -0.69447 0.39601 0.28222 0.6389
N 0.62643 0.16379 0.50063 -0.8293
O -1.39676 1.20453 0.72482 -0.5437
P -1.55381 -0.92562 -1.39226 0.0705
S 1.51893 0.85700 1.76998 0.2044
H 1.09035 -0.58864 -0.08253 0.4253
H -0.42201 -0.80976 -2.09723 -0.0524
H -1.12299 -2.28936 -0.96198 -0.0149
H 1.95433 1.99207 1.25636 0.1011
```

Highest occupied orbital energy   -9.15 eV
Kohn-Sham gap   9.51 eV
Molar mass   109.09 g mol⁻¹
2S+1   1
Energy relative to the best compared isomer or geometry (same formula, charge and spin)   21.8 kcal/mol
Calculated total energy   -24761.551 eV